ORCA calculation (the ωB97M-V functional and the def2-TZVPD basis) on a structure of composition C5H12NS in a non-equilibrium geometry.

XYZ file:
```
19
Properties=species:S:1:pos:R:3:forces:R:3
C 2.1235 -0.4896 0.6942 1.06 -1.83 1.01
N 0.6906 -0.5981 1.1088 1.32 1.40 -0.27
C 0.2530 -0.1433 -0.0198 -1.41 -0.38 -0.13
C -0.2235 1.2303 -0.2567 -1.13 -0.07 -0.24
S -1.1993 1.4622 -1.7692 0.08 0.11 -0.09
C -3.1059 -1.2820 0.0663 0.06 -0.25 0.30
C 3.0352 -1.0708 1.7737 -0.41 0.10 0.04
H 2.3868 -1.0478 -0.2225 -0.28 0.22 -0.26
H 2.4759 0.5414 0.5644 -0.42 0.16 -0.24
H -2.2771 -1.1132 -0.6060 0.13 0.02 -0.21
H 0.1967 -0.8218 -0.9055 0.75 0.48 -0.26
H -0.7750 1.5149 0.6401 0.00 0.14 0.23
H 0.6906 1.8406 -0.2339 0.13 -0.06 -0.04
H -3.4032 -2.3326 0.0809 -0.03 0.07 -0.07
H -3.9159 -0.6433 -0.2405 -0.37 0.13 -0.23
H -2.8153 -0.9849 1.0664 0.15 0.01 0.23
H 4.0674 -0.9539 1.4719 0.41 0.05 -0.03
H 2.8720 -0.5434 2.7111 0.00 -0.05 0.13
H 2.8295 -2.1258 1.9083 -0.07 -0.22 0.14
```
Forces are in eV/Å.

ΔE to the lowest compared entry with this formula, charge and spin	65.2	kcal per mole
max |F|	2.341	eV Å⁻¹
total charge	-1
total energy	-17702.96274	eV